Here is C31H38N6O6PSScSe2Si as an isolated structure from the OMol25 dataset. Energies are from the ωB97M-V functional and the def2-TZVPD basis.

Each line ends with the Mulliken charge.
Cartesian coordinates (Å):
Sc  0.8400  0.8484  1.2991  -0.646
N  1.3518  -0.1234  3.4154  -0.161
C  1.4722  0.9102  4.4489  -0.464
C  0.2503  1.7968  4.3741  -0.797
N  0.1347  2.3933  3.0375  0.306
C  0.7313  3.7271  2.8738  -0.938
C  2.0048  3.6532  2.0541  -0.190
N  1.6829  2.9522  0.8123  -0.195
H  2.2419  -0.6007  3.2407  0.245
H  0.6648  -0.8209  3.6846  0.237
H  1.5855  0.4895  5.4525  0.507
H  2.3793  1.4826  4.2401  0.206
H  -0.6363  1.1797  4.5324  0.309
H  0.2650  2.5648  5.1543  0.399
H  -0.8432  2.4418  2.7597  -0.135
H  0.0065  4.3519  2.3446  0.338
H  0.9175  4.2002  3.8420  0.334
H  2.4199  4.6522  1.8902  0.550
H  2.7662  3.0620  2.5673  0.131
H  1.0396  3.4778  0.2287  0.337
H  2.5096  2.7338  0.2698  0.101
C  -0.0915  -3.4759  -4.4221  -1.297
Si  0.2567  -1.7798  -3.6757  0.190
C  1.6954  -0.9853  -4.5895  -0.608
C  -1.2991  -0.7452  -3.8189  -0.846
C  0.6719  -2.0705  -1.8449  0.014
C  0.8604  -3.3489  -1.3425  0.108
C  1.1065  -3.5844  0.0123  -1.512
C  1.1374  -2.4987  0.8553  -0.440
N  0.9957  -1.2495  0.4016  0.570
C  0.7898  -1.0159  -0.9107  1.002
S  0.7003  0.6683  -1.3057  -0.461
H  -0.4939  -3.3607  -5.4303  0.339
H  -0.8332  -4.0210  -3.8340  0.360
H  0.8037  -4.0953  -4.5054  0.328
H  1.9059  -1.5071  -5.5246  0.417
H  2.6027  -1.0258  -3.9893  -0.150
H  1.5031  0.0618  -4.8237  0.331
H  -1.7153  -0.8669  -4.8234  0.427
H  -1.1077  0.3112  -3.6436  0.335
H  -2.0516  -1.0720  -3.1033  0.076
H  0.8032  -4.2017  -2.0083  0.474
H  1.2533  -4.5837  0.3959  0.463
H  1.3077  -2.6095  1.9195  0.464
Se  -1.6679  -0.3116  2.0586  -0.430
P  -2.9300  1.1305  1.0400  0.048
Se  -1.8234  2.8352  0.3786  -0.445
C  -3.8006  0.3265  -0.3340  1.010
C  -4.0588  1.0198  -1.5090  -0.324
C  -4.8263  0.4330  -2.5045  -0.629
C  -5.3167  -0.8507  -2.3401  -0.474
C  -5.0436  -1.5538  -1.1722  -0.671
C  -4.2938  -0.9655  -0.1686  -0.524
C  -4.2861  1.6001  2.1495  0.856
C  -4.8493  2.8677  2.0561  -0.461
C  -5.9288  3.2059  2.8555  -0.624
C  -6.4487  2.2828  3.7510  -0.457
C  -5.8856  1.0180  3.8480  -0.667
C  -4.8061  0.6763  3.0502  -0.360
H  -3.6608  2.0174  -1.6404  0.320
H  -5.0184  0.9782  -3.4192  0.403
H  -5.9056  -1.3122  -3.1222  0.388
H  -5.4180  -2.5605  -1.0406  0.405
H  -4.0794  -1.5204  0.7368  0.346
H  -4.4305  3.5872  1.3635  0.341
H  -6.3612  4.1949  2.7793  0.402
H  -7.2890  2.5530  4.3770  0.382
H  -6.2834  0.2961  4.5491  0.405
H  -4.3558  -0.3045  3.1415  0.294
O  3.6846  -1.1927  2.2113  -0.824
C  3.5396  -0.4265  1.2652  -0.008
O  2.8891  0.6887  1.3017  -0.229
C  4.1380  -0.7713  -0.0762  0.686
C  4.5427  -2.0802  -0.3175  -0.349
C  5.0653  -2.3939  -1.5567  -0.346
C  5.2437  -1.4566  -2.5593  -0.407
C  4.8398  -0.1676  -2.2714  -0.323
C  4.2608  0.1899  -1.0672  -0.383
N  5.0273  0.8732  -3.3026  1.171
O  5.4298  0.5160  -4.3886  -0.634
O  4.7550  2.0154  -2.9977  -0.645
N  5.4520  -3.7925  -1.8297  1.084
O  5.9159  -4.0393  -2.9229  -0.638
O  5.3598  -4.5836  -0.9153  -0.622
H  4.4402  -2.8261  0.4565  0.634
H  5.6662  -1.7148  -3.5169  0.604
H  3.9323  1.2025  -0.9075  0.639

Summary:
energy	-233388.683	eV
energy relative to the best compared isomer or geometry (same formula, charge and spin)	0.0000	eV
gap between HOMO and LUMO	0.255	Ha
HOMO	-7.636	eV
M	884.684	g mol⁻¹

=====

Here is a 2-piece molecular cluster, C31H38N6OS overall in a non-equilibrium geometry from the OMol25 dataset. Energies are from the ωB97M-V functional and the def2-TZVPD basis.

Each line ends with the Mulliken charge.
Cartesian coordinates (Å):
C  1.2886  3.1347  4.2049  -1.016
C  2.2287  2.8752  3.1978  -0.579
C  2.8737  1.4767  2.9160  2.273
C  4.3535  1.7495  2.9661  -0.697
N  5.4923  1.6805  3.1044  -0.599
C  2.4657  0.4410  3.9828  -0.769
C  3.0088  0.6975  5.4083  -0.780
C  2.9016  -0.6297  6.2167  -0.966
C  3.9862  -1.6542  5.7999  -0.530
N  3.5347  -2.5887  4.7739  0.206
C  2.2847  -3.1269  4.6079  -0.145
C  2.1816  -3.9557  3.4976  -0.920
C  3.5221  -3.9297  2.9273  -0.395
C  4.2921  -3.0995  3.7438  -0.613
C  2.4067  1.0300  1.4545  2.514
C  1.4637  -0.1663  1.5062  -0.660
N  0.9472  -1.1937  1.5282  -0.557
C  3.5511  0.7253  0.4650  -1.573
C  4.3153  -0.5814  0.7631  0.094
O  4.8686  -1.0575  -0.4546  -0.440
C  5.3077  -2.4064  -0.3260  -0.137
C  6.5824  -2.5784  0.5322  -1.005
N  1.5985  2.1808  0.8285  -0.681
C  0.6655  1.7731  0.1646  0.218
S  -0.5144  1.5184  -0.8850  -0.347
H  1.6692  3.5798  5.1379  0.367
H  0.2189  2.9002  4.1348  0.276
H  2.5629  3.7281  2.5875  0.467
H  2.8278  -0.5484  3.6636  -0.112
H  1.3674  0.4064  4.0607  0.550
H  4.0627  1.0071  5.4480  0.361
H  2.4150  1.4602  5.9320  0.389
H  1.8780  -1.0021  6.0684  0.428
H  2.9894  -0.4358  7.2963  0.411
H  4.3768  -2.1655  6.6899  0.363
H  4.8331  -1.1059  5.3561  0.342
H  1.4819  -2.8955  5.3033  0.367
H  1.2900  -4.4865  3.1899  0.425
H  3.8561  -4.4482  2.0333  0.566
H  5.3461  -2.9140  3.5501  0.431
H  3.0801  0.5823  -0.5253  0.385
H  4.2362  1.5741  0.3257  0.330
H  5.1695  -0.3337  1.4186  0.243
H  3.7125  -1.3545  1.2694  0.088
H  5.5592  -2.7461  -1.3421  0.344
H  4.4730  -3.0300  0.0400  0.256
H  6.6882  -3.6545  0.7395  0.326
H  6.5494  -2.0227  1.4781  0.205
H  7.4610  -2.2466  -0.0340  0.335
C  -3.7925  -0.6833  -0.6655  -0.724
N  -4.3801  -0.1425  -1.9151  0.039
C  -3.7488  -0.3700  -3.0782  -0.424
C  -4.2782  0.0812  -4.2675  -0.596
C  -5.4850  0.7765  -4.2729  0.685
C  -6.1019  1.0140  -3.0475  -0.693
C  -5.5303  0.5466  -1.8826  -0.135
C  -6.1144  1.2319  -5.5364  0.655
C  -7.3978  0.8156  -5.8800  -0.710
C  -7.9912  1.2814  -7.0343  -0.098
N  -7.3449  2.1415  -7.8366  -0.015
C  -6.0966  2.5445  -7.5452  -0.362
C  -5.4609  2.1028  -6.4060  -0.577
C  -8.0087  2.6744  -9.0518  -0.861
H  -2.7808  -0.2936  -0.5741  0.231
H  -3.7865  -1.7686  -0.7421  0.352
H  -4.3901  -0.3743  0.1859  0.266
H  -2.8221  -0.9269  -3.0355  0.540
H  -3.7507  -0.1353  -5.1874  0.509
H  -7.0303  1.5668  -2.9865  0.513
H  -5.9874  0.7114  -0.9173  0.409
H  -7.9470  0.1231  -5.2556  0.512
H  -8.9876  0.9793  -7.3244  0.402
H  -5.6284  3.2335  -8.2351  0.491
H  -4.4628  2.4633  -6.1939  0.517
H  -7.3887  2.4378  -9.9131  0.378
H  -8.1135  3.7506  -8.9328  0.378
H  -8.9869  2.2177  -9.1623  0.278

Summary:
energy	-54565.335	eV
charge	+2
gap between HOMO and LUMO	0.112	Ha
HOMO	-10.723	eV
M	542.753	g mol⁻¹